[1]
{
  "formula": "C38H109N5O23",
  "method": "the ωB97M-V functional and the def2-TZVPD basis",
  "species": ["C", "C", "O", "O", "H", "H", "H", "H", "H", "H", "C", "C", "O", "O", "H", "H", "H", "H", "H", "H", "C", "C", "O", "O", "H", "H", "H", "H", "H", "H", "C", "C", "O", "O", "H", "H", "H", "H", "H", "H", "C", "C", "O", "O", "H", "H", "H", "H", "H", "H", "C", "C", "O", "O", "H", "H", "H", "H", "H", "H", "C", "C", "O", "O", "H", "H", "H", "H", "H", "H", "C", "C", "O", "O", "H", "H", "H", "H", "H", "H", "C", "C", "O", "O", "H", "H", "H", "H", "H", "H", "C", "C", "C", "O", "C", "N", "H", "H", "H", "H", "H", "H", "H", "H", "H", "H", "H", "C", "C", "C", "O", "C", "N", "H", "H", "H", "H", "H", "H", "H", "H", "H", "H", "H", "C", "C", "C", "O", "C", "N", "H", "H", "H", "H", "H", "H", "H", "H", "H", "H", "H", "C", "C", "C", "O", "C", "N", "H", "H", "H", "H", "H", "H", "H", "H", "H", "H", "H", "C", "C", "C", "O", "C", "N", "H", "H", "H", "H", "H", "H", "H", "H", "H", "H", "H"],
  "coordinates": [[10.9786, -1.4180, 31.7310], [10.9285, -2.8525, 32.1919], [11.0684, -3.6899, 31.0232], [10.8405, -0.6429, 32.9355], [10.1651, -1.2114, 31.0294], [11.9407, -1.1394, 31.2972], [10.0228, -3.2241, 32.6762], [11.7753, -3.0461, 32.8588], [11.1947, -4.6034, 31.3261], [10.5967, 0.2549, 32.6923], [14.8926, -3.5319, 35.1913], [14.3390, -4.2314, 33.9558], [15.3769, -4.4746, 32.9950], [16.1679, -4.0914, 35.5629], [14.1805, -3.5789, 36.0187], [15.1201, -2.4734, 35.0258], [13.5964, -3.5913, 33.4842], [13.8720, -5.1870, 34.2026], [15.8174, -5.2736, 33.3078], [16.3131, -3.9239, 36.4977], [15.6427, -9.4278, 29.3028], [16.5196, -9.1571, 30.5151], [17.2258, -7.9476, 30.3519], [14.4630, -8.6334, 29.3449], [15.3496, -10.4897, 29.2921], [16.1997, -9.3998, 28.3611], [17.2174, -9.9967, 30.5626], [15.9379, -9.1773, 31.4424], [16.6028, -7.2190, 30.1817], [13.6913, -9.1996, 29.2486], [19.2454, -3.7826, 33.5022], [19.1567, -4.3953, 32.1079], [20.2417, -5.2640, 31.8873], [18.1068, -3.0165, 33.8449], [20.1332, -3.1576, 33.6211], [19.4074, -4.6066, 34.2082], [19.1552, -3.5966, 31.3588], [18.2027, -4.9372, 32.0114], [20.5129, -5.1278, 30.9690], [17.5102, -3.5723, 34.3717], [14.0018, -0.8964, 28.2560], [14.5099, -1.0826, 26.8377], [14.8901, 0.1004, 26.1464], [12.7793, -0.1795, 28.2649], [14.7631, -0.4543, 28.9016], [13.8230, -1.8872, 28.6874], [13.6736, -1.5335, 26.2891], [15.2933, -1.8364, 26.7427], [14.0888, 0.4659, 25.7639], [12.0721, -0.8463, 28.2565], [10.9195, -5.7314, 24.1602], [12.1346, -5.6259, 25.0538], [11.7944, -5.1011, 26.3072], [11.2618, -6.3638, 22.9254], [10.5762, -4.7203, 23.9108], [10.0693, -6.2467, 24.6131], [12.9077, -5.0380, 24.5441], [12.5797, -6.6263, 25.1360], [12.3958, -5.4788, 26.9591], [10.4637, -6.6531, 22.4808], [9.0509, -5.1057, 32.4407], [10.2185, -6.0426, 32.6624], [11.4573, -5.4226, 32.3751], [7.8108, -5.7728, 32.6409], [9.1751, -4.5729, 31.4896], [9.0210, -4.2932, 33.1809], [10.0787, -6.9200, 32.0199], [10.2286, -6.3800, 33.7028], [12.1901, -6.0755, 32.3901], [7.3981, -5.4252, 33.4281], [16.2532, -0.2112, 32.3357], [15.4260, -1.3351, 31.7226], [16.1911, -2.4905, 31.4845], [16.7826, -0.5964, 33.5851], [15.5948, 0.6480, 32.4558], [17.0751, 0.0313, 31.6575], [15.0409, -0.9146, 30.7863], [14.5657, -1.5216, 32.3749], [16.0726, -3.1413, 32.1878], [17.3466, -1.3820, 33.4930], [14.3883, -4.7846, 29.8299], [13.1675, -5.5322, 29.4082], [13.4010, -6.3406, 28.2433], [15.3769, -5.6833, 30.4219], [14.1743, -4.0477, 30.6091], [14.9145, -4.2614, 29.0279], [12.3815, -4.8348, 29.1048], [12.7141, -6.1488, 30.1895], [13.8919, -7.1073, 28.5658], [15.9386, -5.0914, 30.9332], [5.5527, -8.2306, 28.3112], [6.5016, -7.9484, 29.4614], [7.6671, -7.0369, 29.0967], [8.5788, -7.6435, 28.2036], [9.6476, -6.7984, 27.8714], [5.7614, -7.2471, 30.5248], [4.9601, -7.3684, 27.9948], [4.8952, -9.0694, 28.5393], [6.0731, -8.5325, 27.3967], [6.8952, -8.9226, 29.7557], [8.2640, -6.7857, 29.9884], [7.3394, -6.0885, 28.6428], [9.2709, -5.8153, 27.5722], [10.2874, -7.2359, 27.1122], [10.2396, -6.6634, 28.7906], [5.3839, -6.4126, 30.0812], [6.4468, -6.8696, 31.1764], [12.7084, -7.8280, 34.5681], [13.4941, -8.4117, 33.4112], [12.9701, -9.7923, 32.9598], [13.3795, -10.7121, 33.9513], [13.2102, -12.0641, 33.6386], [13.4861, -7.5256, 32.2232], [11.6177, -7.9036, 34.5384], [12.9200, -6.7710, 34.7461], [12.9362, -8.3767, 35.4857], [14.4906, -8.6899, 33.7699], [13.4931, -10.0945, 32.0418], [11.8812, -9.7716, 32.8513], [12.2182, -12.3323, 33.2593], [13.3808, -12.6346, 34.5515], [13.9576, -12.3959, 32.9044], [13.8167, -8.0864, 31.4436], [14.2260, -6.8455, 32.3940], [10.4885, -1.5069, 25.9443], [10.0552, -1.9074, 27.3299], [8.8095, -2.7961, 27.4609], [7.6046, -2.2053, 26.9685], [7.1681, -1.0772, 27.6977], [11.1675, -2.6502, 27.9596], [9.7458, -1.0119, 25.3149], [10.8222, -2.3866, 25.3862], [11.3325, -0.8179, 25.9910], [9.8437, -1.0349, 27.9588], [8.6961, -3.1832, 28.4786], [8.8975, -3.6491, 26.7813], [7.8656, -0.2521, 27.4960], [7.0741, -1.2968, 28.7634], [6.2450, -0.6914, 27.2650], [11.0094, -2.7978, 28.9520], [11.2310, -3.5399, 27.4778], [11.9401, -14.0972, 24.6782], [11.8305, -13.0068, 25.7216], [12.0809, -11.6356, 25.0783], [12.1271, -10.6826, 26.1268], [12.5367, -9.4054, 25.6630], [10.5119, -13.0189, 26.3423], [12.9761, -14.2075, 24.3478], [11.3328, -13.8746, 23.7926], [11.6103, -15.1020, 24.9466], [12.6029, -13.1904, 26.4726], [11.3318, -11.3501, 24.3274], [13.0242, -11.6251, 24.5109], [11.7907, -9.0605, 24.9426], [13.5412, -9.3630, 25.2302], [12.5840, -8.7753, 26.5524], [9.7910, -12.9597, 25.6217], [10.3750, -12.1018, 26.7727], [21.6558, -7.1018, 26.5596], [20.8669, -6.0045, 27.2763], [20.3981, -6.3950, 28.6810], [19.6197, -5.3777, 29.2851], [18.3569, -5.1639, 28.7160], [21.6634, -4.7729, 27.2184], [21.0031, -7.9389, 26.3030], [22.4277, -7.4645, 27.2444], [22.1300, -6.7826, 25.6358], [19.9881, -5.7794, 26.6663], [21.1903, -6.6098, 29.3982], [19.7859, -7.2976, 28.5506], [18.3588, -4.6053, 27.7730], [17.7054, -4.5738, 29.3614], [17.8673, -6.1331, 28.5654], [22.4899, -4.8834, 27.8101], [21.2274, -3.9855, 27.6963]],
  "lowdin_charge": [-0.210, -0.210, -0.140, -0.074, 0.121, 0.115, 0.080, 0.102, -0.051, 0.083, -0.175, -0.169, -0.092, -0.076, 0.128, 0.122, 0.105, 0.091, 0.109, 0.106, -0.207, -0.234, -0.064, -0.088, 0.124, 0.129, 0.125, 0.107, 0.044, 0.107, -0.211, -0.254, -0.063, -0.089, 0.125, 0.126, 0.127, 0.110, 0.055, 0.050, -0.253, -0.246, -0.056, -0.083, 0.100, 0.099, 0.105, 0.115, 0.078, 0.025, -0.240, -0.240, -0.090, -0.069, 0.115, 0.117, 0.128, 0.107, 0.039, 0.081, -0.239, -0.174, -0.098, -0.050, 0.119, 0.115, 0.134, 0.116, 0.066, 0.091, -0.240, -0.243, -0.071, -0.075, 0.120, 0.121, 0.089, 0.116, 0.019, 0.040, -0.164, -0.206, -0.085, -0.107, 0.112, 0.127, 0.100, 0.104, 0.041, 0.045, -0.069, -0.425, -0.214, -0.184, -0.100, 0.042, 0.078, 0.076, 0.076, 0.140, 0.110, 0.133, 0.072, 0.077, 0.087, 0.069, 0.032, -0.047, -0.388, -0.190, -0.191, -0.115, 0.074, 0.074, 0.056, 0.088, 0.139, 0.116, 0.136, 0.091, 0.090, 0.088, 0.045, 0.069, -0.036, -0.416, -0.191, -0.190, -0.113, 0.063, 0.084, 0.076, 0.065, 0.126, 0.120, 0.118, 0.081, 0.090, 0.087, 0.052, 0.042, -0.080, -0.443, -0.222, -0.201, -0.106, 0.034, 0.077, 0.079, 0.077, 0.137, 0.130, 0.125, 0.089, 0.093, 0.074, 0.075, 0.066, -0.064, -0.440, -0.178, -0.224, -0.091, 0.033, 0.075, 0.077, 0.076, 0.127, 0.134, 0.127, 0.094, 0.078, 0.088, 0.075, 0.069],
  "lumo_energy_ev": 0.022,
  "fmax_ev_per_a": 3.44,
  "de_lowest_kcal_mol": 44.3,
  "total_charge": 0
}



[2]
{
  "formula": "C12H29BN5O4",
  "method": "the ωB97M-V functional and the def2-TZVPD basis",
  "species": ["C", "O", "B", "O", "N", "C", "O", "N", "C", "N", "C", "N", "N", "C", "C", "O", "H", "H", "H", "H", "H", "H", "H", "H", "H", "H", "H", "H", "H", "H", "H", "C", "C", "C", "C", "C", "C", "H", "H", "H", "H", "H", "H", "H", "H", "H", "H", "H", "H", "H", "H"],
  "coordinates": [[0.4549, 0.5463, 2.9059], [0.6612, -0.1052, 1.6332], [0.1608, 0.6021, 0.6067], [0.9118, 0.9511, -0.4581], [-1.3323, 1.0075, 0.6010], [-2.2462, 0.1272, 0.1972], [-1.8863, -1.0907, -0.1704], [-3.4708, 0.6216, 0.2632], [-3.3301, 1.8536, 0.7264], [-4.3195, 2.7065, 0.9655], [-5.7629, 2.4630, 0.7274], [-6.2589, 1.1690, 1.1283], [-2.0087, 2.1412, 0.9342], [-1.3645, 3.3529, 1.3920], [-0.4674, 3.9889, 0.3203], [0.8360, 4.2780, 0.7857], [0.9629, 1.5065, 2.9177], [0.8810, -0.0793, 3.6755], [-0.5990, 0.6733, 3.1458], [0.5861, 0.6335, -1.3062], [-2.2199, -1.3188, -1.0486], [-4.0726, 3.6182, 1.2998], [-5.9715, 2.6807, -0.3145], [-6.2821, 3.2181, 1.3063], [-6.3247, 0.5883, 0.3029], [-5.5975, 0.6799, 1.7146], [-2.1430, 4.0652, 1.6230], [-0.8241, 3.1628, 2.3146], [-0.8988, 4.9187, -0.0403], [-0.3786, 3.3287, -0.5373], [0.9049, 4.1036, 1.7246], [5.2113, -2.8571, -2.6393], [4.0378, -3.7711, -2.2972], [2.6747, -3.1264, -2.5382], [2.3957, -1.8834, -1.6926], [2.4805, -2.0910, -0.1811], [1.4613, -3.0939, 0.3517], [5.2269, -1.9653, -2.0105], [6.1573, -3.3776, -2.4900], [5.1659, -2.5388, -3.6824], [4.1223, -4.1041, -1.2594], [4.1038, -4.6713, -2.9122], [1.8941, -3.8722, -2.3615], [2.5929, -2.8532, -3.5948], [1.3900, -1.5147, -1.9452], [3.0874, -1.0856, -1.9774], [2.3155, -1.1324, 0.3048], [3.4872, -2.4062, 0.1030], [0.4413, -2.7827, 0.1098], [1.5347, -3.1748, 1.4370], [1.6196, -4.0906, -0.0610]],
  "lowdin_charge": [-0.005, 0.091, -0.673, 0.241, 0.192, -0.357, 0.177, 0.242, -0.292, 0.112, -0.227, 0.031, 0.037, -0.055, -0.203, -0.027, 0.095, 0.106, 0.096, 0.127, 0.160, 0.132, 0.124, 0.116, 0.073, 0.068, 0.124, 0.128, 0.126, 0.114, 0.079, -0.107, -0.266, -0.226, -0.229, -0.256, -0.093, 0.065, 0.072, 0.077, 0.100, 0.107, 0.102, 0.111, 0.095, 0.107, 0.075, 0.109, 0.061, 0.075, 0.072],
  "lumo_energy_ev": -2.852,
  "fmax_ev_per_a": 1.47,
  "total_charge": 1
}



[3]
{
  "formula": "C4H13O4",
  "method": "the ωB97M-V functional and the def2-TZVPD basis",
  "species": ["C", "C", "C", "O", "C", "O", "H", "H", "H", "H", "H", "H", "H", "H", "H", "H", "H", "O", "H", "H", "O"],
  "coordinates": [[-0.7797, -1.3102, 0.7267], [0.0479, -0.0235, 0.5379], [1.0120, -0.3203, -0.5932], [2.1028, 0.6356, -0.8026], [-1.9070, -1.2504, -0.5315], [-2.2070, -0.0084, -0.9691], [-0.2927, -2.2574, 0.3875], [-1.4180, -1.3182, 1.6493], [0.6945, 0.1847, 1.4612], [-0.3829, 1.0080, 0.4582], [0.5189, -0.4475, -1.5761], [1.4647, -1.3057, -0.4777], [1.6956, 1.5134, -0.7325], [-1.3514, -1.8486, -1.2980], [-2.6593, -1.9935, -0.0866], [4.6699, 0.9974, 0.2234], [3.4547, 0.2051, 0.3138], [4.3390, 0.2787, 0.7386], [-3.6032, 0.8565, 0.9698], [-2.5851, 1.0459, 0.0109], [-3.0802, 1.6473, 0.7431]],
  "lowdin_charge": [-0.178, -0.232, -0.258, -0.120, -0.451, -0.308, 0.089, 0.092, 0.116, 0.113, 0.118, 0.108, 0.096, 0.065, 0.082, 0.000, -0.002, -0.087, -0.007, -0.018, -0.219],
  "lumo_energy_ev": 3.312,
  "fmax_ev_per_a": 3.52,
  "de_lowest_kcal_mol": 48.8,
  "total_charge": -1
}



Q: What is the formula in the third record?
A: C4H13O4